(1)
Computed, not measured: a cluster of 10 separate species, C15H52N8O12 in total at a distorted geometry, with ωB97M-V/def2-TZVPD.

Structure (XYZ):
```
87
Properties=species:S:1:pos:R:3:forces:R:3:mulliken_charge:R:1
C -5.652733 1.420375 0.216721 0.038 1.090 0.812 -1.091
O -4.992421 1.262581 -1.037802 -0.915 -0.031 -0.487 -0.137
C -5.724758 1.418149 -2.314349 0.252 -1.128 1.295 -0.830
C -4.947528 0.659874 -3.415646 -1.066 0.192 0.805 -0.334
N -3.770754 1.292890 -3.904957 0.926 1.636 0.327 -0.284
C -3.046658 0.666079 -4.967682 -0.576 -1.152 -1.100 -0.867
C -2.132070 -0.460283 -4.563869 -0.806 -1.357 -0.771 -0.522
O -1.239962 -0.038518 -3.648562 2.919 1.217 2.521 -0.326
C -0.527134 -1.069540 -2.933847 -1.889 -0.289 -0.169 -0.714
H -5.643311 2.450084 0.574122 -0.010 0.597 -0.529 0.382
H -5.146039 0.960751 1.065308 0.780 -0.691 -0.640 0.352
H -6.681478 1.119368 0.414662 -0.340 -0.480 -1.234 0.403
H -6.074566 2.423088 -2.550629 1.057 0.570 0.009 0.364
H -6.697980 0.930634 -2.257040 -0.022 -0.659 0.425 0.408
H -5.735755 0.572034 -4.163367 0.386 -0.295 -0.604 0.327
H -4.665128 -0.315242 -3.018802 -0.663 -0.443 0.172 0.297
H -3.123903 1.321972 -3.129820 0.111 0.465 0.296 0.218
H -2.477360 1.327941 -5.620322 -0.045 0.597 0.374 0.334
H -3.763514 0.184217 -5.632535 -0.236 0.081 -0.259 0.403
H -1.616261 -0.841602 -5.445141 0.055 -0.155 -0.486 0.393
H -2.677909 -1.304250 -4.142113 -0.521 -0.265 0.005 0.374
H -1.289555 -1.666880 -2.433842 -0.177 -0.333 0.151 0.330
H 0.090183 -0.718848 -2.106782 0.240 0.583 -0.662 0.148
H -0.038031 -1.770462 -3.610286 0.525 0.268 -0.135 0.361
C -1.603134 1.334142 0.068720 0.628 -1.040 -0.259 0.029
O -1.451725 2.402333 0.954958 0.235 0.799 0.067 -0.159
C -2.223316 3.577046 0.669268 0.843 0.309 0.522 -0.287
C -1.799668 4.634475 1.691376 -1.204 -0.647 -0.119 -0.692
N -2.224973 4.174616 3.040771 0.725 0.509 -1.462 -0.455
C -1.595117 5.077061 3.993035 0.959 -1.482 0.572 -0.805
C -0.212640 4.530380 4.508383 -0.907 2.170 -0.338 -0.477
O -0.406211 3.465029 5.360206 0.959 -1.398 1.116 -0.340
C 0.819935 2.941925 5.924658 0.017 0.160 0.089 -0.768
H -1.481344 1.588681 -0.984119 -0.962 0.549 -0.251 0.435
H -2.467294 0.723984 0.331463 -0.277 0.161 -0.541 0.203
H -0.732867 0.682014 0.142501 0.085 -0.198 0.756 -0.584
H -3.294777 3.416604 0.788969 -0.072 -0.329 -0.012 0.043
H -2.032155 3.927709 -0.344929 0.084 -0.081 -0.205 0.411
H -2.314114 5.560479 1.434524 -0.184 0.102 0.102 0.422
H -0.735589 4.869814 1.670403 0.340 -0.255 -0.265 0.365
H -1.712686 3.306315 3.101646 -0.360 -0.614 0.425 0.281
H -2.234579 5.140286 4.873490 0.058 0.444 0.066 0.355
H -1.450310 6.031043 3.486027 -0.011 0.232 0.517 0.415
H 0.158315 5.396225 5.056830 0.635 0.103 0.292 0.438
H 0.505748 4.303921 3.720518 -0.044 -0.115 -0.399 0.343
H 1.557726 3.663213 6.276105 -0.467 0.969 -0.010 0.333
H 1.442444 2.366393 5.239580 -0.557 -0.410 -0.487 0.265
H 0.607816 2.355841 6.818867 -0.456 -0.175 -0.339 0.285
N 1.043508 -1.546950 1.019602 0.312 2.698 2.067 -0.164
C 0.731904 -2.465545 0.161268 -1.225 -1.548 1.447 0.718
N 1.695605 -2.624489 -0.729971 0.832 -1.395 -3.204 0.098
O -0.281306 -3.147678 0.400627 0.918 -0.362 -1.293 -0.938
H 0.716889 -1.789181 1.944119 -0.047 1.000 0.375 0.223
H 1.733711 -0.847145 0.787262 -0.175 -0.058 0.819 -0.005
H 2.564368 -2.110830 -0.690957 -0.472 -0.132 0.299 0.168
H 1.692880 -3.461377 -1.295391 -0.161 0.138 -0.260 -0.013
N 4.338700 -3.971221 -0.364615 -3.575 2.743 1.406 -0.191
C 5.329891 -4.818569 -0.316580 -0.093 -0.071 1.289 0.574
N 5.778145 -4.984244 -1.492767 3.112 -1.568 -6.151 -0.297
O 5.775447 -5.361542 0.639532 0.780 -1.425 3.219 -0.670
H 3.779010 -3.865035 0.469394 0.044 0.357 -0.360 0.074
H 4.185031 -3.436765 -1.207729 -0.226 -0.102 0.503 0.141
H 5.279234 -4.623524 -2.293427 0.365 -0.279 -0.064 0.171
H 6.496224 -5.677827 -1.645775 -0.151 0.266 0.008 0.210
N 6.823905 0.116703 1.128884 6.450 -0.606 -5.175 -0.357
C 5.984150 0.032484 2.047571 -5.169 3.115 4.415 0.699
N 4.753397 0.227768 1.488438 -2.469 -0.897 -1.284 -0.252
O 6.146720 0.207728 3.235790 0.780 -1.148 1.143 -0.658
H 7.784845 0.357079 1.326162 -0.195 -0.391 -0.085 0.210
H 6.513150 0.028564 0.171932 0.722 0.031 0.269 0.174
H 3.893646 0.468228 1.960777 0.470 -0.200 0.306 0.098
H 4.777910 0.362463 0.487759 -0.693 0.111 0.398 0.089
O 0.707735 -2.438865 3.792898 0.003 0.026 -0.113 -0.600
H 1.586952 -2.714301 4.052404 0.302 -0.089 0.035 0.277
H 0.213008 -2.412458 4.611908 -0.252 0.052 0.133 0.268
O -2.251608 -4.167915 -0.978995 -0.926 -0.421 -0.896 -0.673
H -2.084784 -5.101473 -0.849102 -0.062 -0.146 0.086 0.256
H -1.548623 -3.729530 -0.499569 0.687 0.348 0.523 0.535
O 1.503179 -5.162319 -2.507209 0.356 0.274 -0.115 -0.630
H 0.907598 -5.079020 -3.251900 -0.290 0.040 -0.220 0.296
H 1.055673 -5.759370 -1.907623 -0.056 -0.192 0.314 0.252
O 3.881928 -3.623286 -3.700925 0.322 0.151 0.237 -0.661
H 3.146629 -4.021587 -3.235187 -0.448 -0.456 0.188 0.294
H 3.491554 -3.249821 -4.491090 0.039 0.152 -0.237 0.305
O 1.569859 1.451441 1.116303 0.626 -0.302 0.059 -0.544
H 2.030005 1.777233 0.342768 0.111 0.236 -0.186 0.329
H 0.709070 1.868232 1.076750 -0.638 0.264 0.150 0.148
```
Positions in Å, forces in eV/Å.

Energy above the lowest of the compared OMol25 structures with the same formula, charge and spin (eV): 0.0000
Energy (a.u.): -1943.5354
Frontier orbital gap (eV): 8.43
LUMO (eV): -0.24
Net charge: 0
Spin multiplicity: 1

=====

(2)
Computed, not measured: a cluster of 13 separate species, C15H53F3N22O14 in total at a distorted geometry, with ωB97M-V/def2-TZVPD.

Structure (XYZ):
```
107
Properties=species:S:1:pos:R:3:forces:R:3:mulliken_spin:R:1
O 2.711172 0.553491 -3.707861 0.441 0.908 0.312 -0.001
H 2.968821 0.148976 -4.539481 0.083 -0.589 -0.980 0.000
H 1.843338 0.261891 -3.419010 -1.486 -0.563 -0.029 -0.002
H 3.330420 0.313986 -3.014485 0.762 -0.290 0.502 0.000
C 0.108121 -0.097177 -0.962140 -2.518 1.160 -0.044 -0.050
O -0.927017 0.451925 -0.116972 2.439 -0.201 -0.506 0.031
O -0.209550 0.129166 -2.382819 2.256 0.146 3.406 0.677
C 1.540221 -0.030567 -0.251497 -0.013 1.163 1.631 0.042
F 2.446050 -0.718315 -0.930853 0.107 -0.164 -0.857 0.003
F 2.130619 1.151493 0.108129 -1.192 -0.542 -1.759 0.006
F 1.383082 -0.605841 0.951521 -0.230 -0.757 -0.984 -0.001
C -0.721993 1.716264 0.576258 -2.274 1.276 -0.157 0.000
C -1.972291 1.891261 1.496498 1.709 -0.172 1.271 0.000
H -2.956285 1.527824 1.200241 0.216 0.621 -0.858 -0.002
H -1.856348 1.383780 2.454157 0.529 -0.470 -0.059 0.000
H -1.895934 2.917723 1.855164 -0.711 0.338 -0.476 0.000
H -0.747765 2.528858 -0.149781 -0.340 -0.061 -0.619 0.001
H 0.222973 1.969680 1.056804 0.012 -1.294 0.572 -0.001
H -0.177474 -1.140105 -0.824926 0.519 -0.902 -0.486 0.058
C 3.046952 -3.752459 -3.198523 0.394 -2.040 -2.478 0.000
O 2.615059 -2.737118 -3.672901 -1.177 3.536 -1.307 0.000
N 3.201883 -4.892623 -3.891902 -0.196 -1.099 -0.601 0.000
N 3.481030 -3.846316 -1.999674 0.710 0.831 4.023 0.000
H 2.971040 -4.896076 -4.875159 -0.255 -0.244 0.332 0.000
H 3.008212 -5.684206 -3.295255 0.149 -0.516 -0.860 0.000
H 3.934661 -4.665670 -1.621533 -0.052 0.446 0.147 0.000
H 3.343691 -2.978452 -1.501629 0.507 -0.658 0.773 0.000
C -4.712041 1.034664 4.632250 -2.534 -1.866 -2.411 0.000
O -5.474877 0.201580 4.101322 1.100 1.529 0.398 0.000
N -4.343844 0.976240 5.874723 1.010 -1.071 5.233 0.000
N -4.180459 2.108928 4.053203 1.098 2.212 -2.214 0.000
H -3.597140 1.502045 6.306099 -0.269 0.216 -0.531 0.000
H -4.886870 0.483910 6.569578 -0.002 -0.376 -0.579 0.000
H -3.620181 2.750397 4.596067 -0.341 -0.175 -0.094 0.000
H -4.501558 2.472162 3.167168 -0.070 -0.504 0.179 0.000
C -0.639757 -1.422883 -5.517914 -0.324 0.742 -1.695 -0.004
O -0.438413 -1.626000 -6.674030 0.817 -1.180 -2.017 0.020
N -0.074839 -1.870902 -4.441822 4.372 -4.052 1.936 0.016
N -1.479985 -0.585412 -5.026381 -5.231 5.435 1.124 -0.004
H -0.265409 -1.352653 -3.596131 1.098 -1.314 0.016 0.005
H 0.730661 -2.440907 -4.657162 0.394 -0.158 1.262 -0.002
H -2.041984 0.074786 -5.544432 0.096 -0.324 -0.180 0.000
H -1.294382 -0.371770 -4.056837 -1.451 0.662 -0.727 0.000
C -1.995189 6.929359 2.741213 -0.297 3.133 -4.986 0.000
O -1.965375 7.526809 1.636586 0.106 -0.444 1.844 0.000
N -1.634373 7.443064 3.880353 1.310 1.494 2.374 0.000
N -2.537239 5.756732 2.814902 -1.894 -5.324 0.281 0.000
H -1.623791 8.452609 3.852111 0.423 -0.154 0.564 0.000
H -1.863934 6.915133 4.710236 0.018 0.776 0.058 0.000
H -2.329024 5.107743 3.560246 -0.226 0.296 -0.017 0.000
H -3.237500 5.468645 2.146504 0.590 0.192 -0.116 0.000
C 5.759047 -2.637409 0.560716 -0.563 2.244 0.696 0.000
O 5.936366 -3.505465 1.310233 1.372 -4.849 2.687 0.000
N 6.674966 -1.829726 0.080527 3.270 1.498 -1.592 0.000
N 4.568714 -2.108075 0.392240 -3.915 1.031 -1.696 0.000
H 6.456605 -1.232635 -0.704264 0.726 -0.199 0.229 0.000
H 7.599445 -1.956025 0.467156 0.080 0.156 -0.700 0.000
H 4.582254 -1.157596 0.050917 -0.829 -0.287 0.635 0.000
H 3.814526 -2.519313 0.923457 0.006 0.450 -0.076 0.000
C -0.091393 0.449569 4.506894 1.137 -0.075 -1.938 0.000
O 0.723968 1.280056 4.761483 2.020 2.180 0.583 0.000
N -1.109237 0.219425 5.317467 -2.227 -0.455 1.543 0.000
N -0.078121 -0.275902 3.363341 -1.475 -1.400 -0.718 0.000
H -1.152033 0.840470 6.112818 -0.002 -0.476 -0.076 0.000
H -1.807189 -0.496303 5.173589 0.147 0.151 0.126 0.000
H -0.855061 -0.919941 3.322318 0.241 -0.583 -0.452 0.000
H 0.486244 -0.249681 2.526140 0.170 0.645 1.311 0.000
C -2.847875 -2.592826 2.495771 -0.478 -0.196 -0.017 0.000
O -1.831178 -2.540714 3.132884 2.130 0.060 1.474 0.000
N -3.694609 -3.600211 2.498261 -1.691 -2.239 0.054 0.000
N -3.233768 -1.618319 1.683524 -0.160 1.470 -1.594 -0.001
H -3.648244 -4.357273 3.165192 0.225 0.249 -0.229 0.000
H -4.461942 -3.587158 1.841650 0.069 -0.291 0.430 0.000
H -2.663989 -0.784977 1.714967 -0.601 0.056 -0.261 0.000
H -4.166181 -1.689316 1.301868 0.268 0.928 0.007 0.000
C 0.866890 2.981794 -4.367242 2.461 2.989 -4.195 -0.002
O 1.605001 3.815922 -4.863932 0.561 0.958 0.659 0.032
N 0.406347 2.035024 -5.135291 -0.541 -3.198 -1.735 0.002
N 0.381302 2.936537 -3.191451 -1.191 0.033 5.117 0.017
H 0.836148 2.022562 -6.049185 -0.448 -0.654 -0.040 0.000
H -0.086669 1.289996 -4.664156 -0.307 -0.261 -1.319 0.002
H 0.150714 1.984565 -2.945134 -0.792 0.731 1.143 0.025
H 0.385110 3.761083 -2.608183 0.131 -0.508 0.299 -0.003
C -4.097329 -0.035881 -1.816758 -6.087 2.951 -0.362 -0.005
O -5.291891 -0.157205 -2.075098 0.394 -0.388 0.522 0.019
N -3.514405 0.988137 -1.286214 0.039 5.126 2.788 0.073
N -3.160352 -0.771083 -2.169617 4.672 -7.527 -3.029 0.070
H -2.543421 0.874660 -1.032391 -0.517 0.957 0.504 -0.011
H -4.117257 1.733968 -0.969354 0.500 0.149 0.163 -0.004
H -3.490909 -1.629774 -2.586133 0.935 -0.319 -0.216 -0.004
H -2.221602 -0.540137 -1.877209 -0.260 -0.955 -0.511 -0.012
C 5.426485 2.411693 1.567117 1.392 -1.253 2.703 0.000
O 5.234784 3.385224 2.194594 -0.089 3.260 2.070 0.000
N 4.615644 2.037008 0.626710 -2.787 -1.582 -4.747 0.000
N 6.289864 1.403978 1.893571 1.073 -0.813 -0.606 0.000
H 4.939799 1.365987 -0.055011 -0.328 0.100 0.134 0.000
H 3.769981 2.538173 0.394796 0.735 0.346 0.215 0.000
H 6.910491 1.403091 2.690387 -0.086 0.492 -0.388 0.000
H 6.516807 0.834276 1.091046 0.456 -0.405 0.728 0.000
C -0.870420 -4.836551 -0.956702 -0.926 -4.316 -3.216 0.000
O -0.288134 -5.745716 -0.491432 3.514 -3.689 1.250 0.002
N -1.199309 -3.867127 -0.235701 -1.907 7.292 2.714 0.005
N -1.448833 -4.949749 -2.177899 -0.485 0.700 -1.721 0.000
H -0.666327 -3.636239 0.590565 -0.293 -0.218 0.033 -0.001
H -1.701496 -3.138906 -0.723139 -0.102 0.391 0.749 -0.002
H -2.063410 -4.243488 -2.556823 0.172 -0.322 -0.035 0.000
H -1.350105 -5.818150 -2.684100 0.008 0.257 0.290 0.000
```
Positions in Å, forces in eV/Å.

Expectation value of S²: 0.757
Energy (a.u.): -3160.6583
Frontier orbital gap (alpha / beta) (eV): 7.06 / 2.53
LUMO (alpha / beta) (eV): -4.41 / -8.94
Net charge: +1
Spin multiplicity: 2